No. 1
The following is a DFT calculation (ωB97M-V/def2-TZVPD) of a molecular structure, C3H6N2O2.

Structure (XYZ):
```
13
Properties=species:S:1:pos:R:3:mulliken_charge:R:1
O -1.0969 0.4961 -1.6994 -0.579
O -0.3387 -1.6033 -1.3676 -0.561
N 1.9275 0.6454 -0.0594 -0.172
N 1.4634 0.4908 -1.1654 -0.251
C 1.1848 0.2875 1.1153 -0.432
C -0.2618 -0.2782 -0.9074 0.671
C -0.2881 0.0988 0.4984 -0.648
H -0.9521 -1.6986 -2.2198 0.371
H -0.6048 -0.7488 1.0635 0.323
H 1.2031 1.0908 1.8287 0.308
H -0.9225 1.4451 -1.5017 0.344
H -0.7857 1.0961 0.6646 0.283
H 1.4795 -0.6955 1.3936 0.342
```

## Properties
largest force on an atom: 3.8 eV Å⁻¹
spin multiplicity: 1
frontier orbital gap: 8.54 eV
HOMO level: -0.2900 Eh
ΔE to the lowest compared entry with this formula, charge and spin: 97.8 kcal per mole
total energy: -377.80345 Ha


No. 2
The following is a DFT calculation (ωB97M-V/def2-TZVPD) of a molecular structure, C4H8CrO2.

Structure (XYZ):
```
15
Properties=species:S:1:pos:R:3:lowdin_spin:R:1
Cr 0.0633 1.0598 1.7490 3.993
O 1.4664 -0.0406 1.7346 -0.021
O -1.6967 1.2457 0.7713 0.053
C 1.9814 -0.9621 0.9354 0.043
C 1.7365 -1.0782 -0.3992 -0.062
C -1.7298 0.2818 -0.3083 0.134
C -0.6607 0.6462 -1.2711 0.729
H -1.5518 -0.7076 0.1342 0.030
H 2.8111 -1.5360 1.3760 0.002
H 1.8225 -2.0624 -0.8632 -0.005
H -0.6584 0.1713 -2.2576 0.030
H -2.5697 1.4002 1.1488 0.006
H -2.7252 0.3206 -0.7799 0.021
H 0.0523 1.4193 -0.9820 0.040
H 1.6589 -0.1577 -0.9880 0.006
```

## Properties
largest force on an atom: 1.7 eV Å⁻¹
spin multiplicity: 6
frontier orbital gap (alpha / beta): 6.15 / 7.40 eV
HOMO level (alpha / beta): -0.4312 / -0.4568 Eh
ΔE to the lowest compared entry with this formula, charge and spin: 5.7 kcal per mole
total energy: -1351.73686 Ha
charge: +1


No. 3
The following is a DFT calculation (ωB97M-V/def2-TZVPD) of a molecular structure, C4H5NO3.

Structure (XYZ):
```
13
Properties=species:S:1:pos:R:3:mulliken_charge:R:1
O 0.8563 0.2375 -1.4298 -0.711
O -2.4621 1.5429 0.6497 -0.473
O -0.8978 2.1360 -0.8376 -0.443
N -0.6303 0.1604 0.3528 0.152
C -1.0678 -1.0559 0.1945 -0.695
C 1.6193 -1.0154 0.4748 -1.103
C 0.5999 -0.3105 -0.3604 1.094
C -1.4066 1.3925 0.1227 0.550
H -0.1221 1.6872 -1.2667 0.415
H 1.2212 -1.8636 1.0319 0.353
H 2.0381 -0.3211 1.2007 0.285
H -2.1482 -1.1591 0.0294 0.242
H 2.4001 -1.4311 -0.1619 0.335
```

## Properties
largest force on an atom: 2.0 eV Å⁻¹
spin multiplicity: 1
frontier orbital gap: 9.16 eV
HOMO level: -0.3522 Eh
ΔE to the lowest compared entry with this formula, charge and spin: 74.8 kcal per mole
total energy: -435.80129 Ha


No. 4
The following is a DFT calculation (ωB97M-V/def2-TZVPD) of a molecular structure, C5H7NOS.

Structure (XYZ):
```
15
Properties=species:S:1:pos:R:3:mulliken_charge:R:1
S 3.4873 0.2072 0.3003 -0.135
O 1.5086 -1.8252 -0.2728 -0.270
N 2.3994 1.4732 -0.2444 -0.117
C 0.3447 -1.5921 0.4558 -0.573
C -0.6902 -0.5926 -0.2411 -0.657
C 2.1468 -0.7330 -0.6127 0.025
C -0.2026 0.8377 -0.5610 -0.245
C 1.3044 0.7378 -0.5550 -0.078
H -1.2293 -1.0411 -1.1080 0.370
H -0.6436 1.7400 0.1695 0.299
H 0.5518 -1.2142 1.5568 0.290
H -0.2050 -2.4840 0.6008 0.404
H -1.4159 -0.4974 0.5383 0.295
H 2.5524 2.4548 -0.2313 0.186
H -0.5222 0.9189 -1.5270 0.205
```

## Properties
largest force on an atom: 7.1 eV Å⁻¹
spin multiplicity: 1
frontier orbital gap (alpha / beta): 7.58 / 7.58 eV
HOMO level (alpha / beta): -0.2561 / -0.2561 Eh
ΔE to the lowest compared entry with this formula, charge and spin: 128.6 kcal per mole
total energy: -722.71308 Ha


No. 5
The following is a DFT calculation (ωB97M-V/def2-TZVPD) of 2 unconnected molecules or ions with the total composition C3H8Se.

Structure (XYZ):
```
12
Properties=species:S:1:pos:R:3:mulliken_charge:R:1
Se -0.0881 0.6796 1.9265 -0.183
C 0.7183 1.5655 0.3952 -0.621
C -1.1279 -2.2217 0.7219 -0.770
C 0.1292 0.9453 -0.8828 -1.024
H -0.9231 1.2632 -0.7995 0.331
H -0.1051 -2.4160 0.7239 0.341
H 0.7550 1.4401 -1.6783 0.314
H 1.6968 1.3739 0.3655 0.426
H -1.3324 -1.6682 -0.0588 0.316
H 0.4717 2.5812 0.3579 0.370
H 0.1452 -0.1531 -1.0003 0.226
H -1.8044 -2.4239 1.5955 0.275
```

## Properties
largest force on an atom: 5.4 eV Å⁻¹
spin multiplicity: 1
frontier orbital gap (alpha / beta): 5.85 / 5.85 eV
HOMO level (alpha / beta): -0.2967 / -0.2965 Eh
ΔE to the lowest compared entry with this formula, charge and spin: 84.6 kcal per mole
total energy: -2520.35090 Ha


No. 6
The following is a DFT calculation (ωB97M-V/def2-TZVPD) of 2 unconnected molecules or ions with the total composition C4H4BrO2.

Structure (XYZ):
```
11
Properties=species:S:1:pos:R:3:lowdin_spin:R:1
Br 1.7268 -4.1691 2.5990 0.002
O 2.5017 -3.1473 -0.0350 0.000
O 4.0063 -2.9634 1.6347 0.000
C -0.0254 -0.0409 0.5489 0.763
C 3.0570 -3.2961 1.0033 0.000
C -0.2369 0.4698 1.7469 0.213
C -0.1576 -0.7232 -0.5723 0.816
H -0.7263 -0.2486 2.5007 0.057
H 0.2571 1.4527 1.9718 0.043
H 0.6264 -1.4756 -0.9217 0.038
H -1.0525 -0.7448 -1.1142 0.068
```

## Properties
largest force on an atom: 8.8 eV Å⁻¹
spin multiplicity: 3
frontier orbital gap (alpha / beta): 6.20 / 5.17 eV
HOMO level (alpha / beta): -0.0930 / -0.1683 Eh
ΔE to the lowest compared entry with this formula, charge and spin: 25.9 kcal per mole
total energy: -2879.17962 Ha
charge: -1


No. 7
The following is a DFT calculation (ωB97M-V/def2-TZVPD) of C23H28N2O3 in the gas phase.

Structure (XYZ):
```
56
Properties=species:S:1:pos:R:3:mulliken_charge:R:1
O -0.2228 -3.7389 -3.3048 -0.467
O 0.7998 2.6629 -1.8756 -0.718
O -3.2588 1.6227 -4.6363 -0.619
N 0.0242 1.9946 0.1220 0.234
N 0.5754 0.4264 2.4625 0.407
C -0.1440 2.3543 -1.1702 0.757
C -1.0386 1.5397 0.9917 -0.959
C 2.4015 -1.5697 4.9657 -1.110
C 1.3369 -0.6505 0.3631 -1.193
C -0.5263 1.3604 2.4176 -1.215
C 1.8217 -1.1667 6.1622 0.858
C 0.9926 -0.0732 3.6874 1.279
C -0.3382 -0.0620 -3.3845 -0.402
C 0.8213 -0.2095 6.0975 -1.144
C -1.5801 2.3493 -1.6748 -0.775
C 1.9983 -1.0443 3.7558 -0.209
C 2.2788 -1.7416 7.4688 -1.407
C -2.2787 1.4641 -3.9402 0.314
C 1.1089 -3.9968 -2.9277 -0.730
C -1.6568 2.6195 -3.1836 -0.983
C 0.1793 -1.3348 -3.2307 -0.417
C -1.6657 0.1286 -3.7587 0.007
C -0.6259 -2.4512 -3.4429 0.929
C -1.9564 -2.2660 -3.8328 -0.535
C -2.4600 -0.9982 -3.9960 -0.763
C 1.5182 0.5050 1.3568 0.049
C 1.3660 1.8527 0.6483 -1.652
C 0.4140 0.3327 4.8928 -0.451
H 1.8176 -3.6050 -3.6639 0.325
H -1.4445 0.5824 0.6376 0.342
H 0.3500 0.1321 7.0086 0.286
H -2.0316 1.3829 -1.4392 0.396
H 2.4688 -1.4068 2.8560 0.256
H -3.4839 -0.8482 -4.3039 0.445
H 1.2152 -1.4450 -2.9512 0.387
H 2.0548 1.9237 -0.1957 0.557
H 1.5983 -1.4691 8.2717 0.342
H 1.3074 -1.6000 0.8908 0.480
H 2.3365 -2.8274 7.4118 0.349
H -0.6425 2.7945 -3.5544 0.443
H -2.2487 3.5108 -3.3931 0.408
H -1.8540 2.2701 1.0042 0.532
H 2.5367 0.4601 1.7632 0.638
H 2.1674 -0.6608 -0.3387 0.362
H 3.2721 -1.3683 7.7199 0.297
H -1.3478 0.9584 3.0169 0.658
H 1.3358 -3.5762 -1.9428 0.257
H 0.3157 0.7810 -3.2311 0.443
H 0.4145 -0.5456 -0.2015 0.044
H -2.1347 3.1135 -1.1267 0.571
H 3.1820 -2.3176 4.9799 0.359
H -2.5659 -3.1391 -4.0044 0.441
H -0.3548 1.0883 4.9105 0.348
H 1.1976 -5.0811 -2.8855 0.252
H -0.2513 2.3447 2.8303 0.400
H 1.5889 2.6698 1.3439 0.297
```

## Properties
largest force on an atom: 0.5 eV Å⁻¹
structure (SMILES): COc1ccc(C(=O)CCC(=O)N2CCN(c3ccc(C)cc3)[C@@H](C)C2)cc1
spin multiplicity: 1
frontier orbital gap: 8.28 eV
HOMO level: -0.2854 Eh
ΔE to the lowest compared entry with this formula, charge and spin: 24.4 kcal per mole
total energy: -1228.47850 Ha


No. 8
The following is a DFT calculation (ωB97M-V/def2-TZVPD) of C5H11N in the gas phase.

Structure (XYZ):
```
17
Properties=species:S:1:pos:R:3:mulliken_charge:R:1
N -1.0131 -1.2034 -0.3795 -0.419
C -1.8282 -0.0144 0.3906 -0.518
C 2.4940 0.5199 0.1424 -1.232
C 1.2635 -0.3918 0.1271 -0.204
C -0.0354 0.3765 0.3533 -0.588
C -2.1864 -0.7209 -0.9123 -0.401
H -2.3404 -0.3856 1.2755 0.369
H 1.3624 -1.1896 0.8693 0.291
H 1.1916 -0.8733 -0.8474 0.327
H -0.0291 0.8278 1.3580 0.271
H 2.4206 1.3033 -0.6234 0.320
H 3.3814 -0.0769 -0.0959 0.348
H 2.6695 1.0063 1.1081 0.343
H -1.9842 1.0535 0.2270 0.262
H -3.1115 -1.2879 -0.7730 0.293
H -2.1483 -0.1280 -1.8401 0.233
H -0.1064 1.1845 -0.3797 0.306
```

## Properties
largest force on an atom: 0.5 eV Å⁻¹
spin multiplicity: 1
frontier orbital gap: 8.74 eV
HOMO level: -0.2900 Eh
ΔE to the lowest compared entry with this formula, charge and spin: 127.1 kcal per mole
total energy: -251.66001 Ha


No. 9
The following is a DFT calculation (ωB97M-V/def2-TZVPD) of a molecular structure, C5H16N2Si.

Structure (XYZ):
```
24
Properties=species:S:1:pos:R:3:mulliken_charge:R:1
Si 0.2610 -0.4135 0.7536 0.127
N -1.7301 -1.7567 0.2792 -0.581
N 1.4781 -1.0717 -0.2937 -0.035
C 0.9564 2.3714 1.0975 -1.340
C 0.0896 1.3410 0.3672 0.683
C -2.7326 -1.0636 -0.4481 -0.691
C 1.8421 -2.4636 -0.4584 -0.805
C 0.1058 1.7914 -1.0580 -1.419
H 1.1315 3.3843 0.6978 0.384
H 1.8429 1.7379 1.3426 0.258
H 0.2447 -0.7960 2.0883 -0.153
H 0.5068 2.5922 2.0233 0.386
H -2.0671 -2.1890 1.1438 0.161
H -0.0247 2.9412 -0.9280 0.378
H -2.3289 -0.7648 -1.4390 0.201
H 1.8901 -0.2992 -0.8132 0.203
H -3.6388 -1.6603 -0.5235 0.334
H 1.1026 1.6610 -1.5826 0.305
H -3.0658 -0.1406 0.0240 0.228
H 1.2672 -2.8677 0.3341 0.243
H -0.8934 1.5159 0.7162 0.132
H 1.5326 -2.8688 -1.3529 0.313
H -0.7067 1.5192 -1.6223 0.386
H 2.9367 -2.4999 -0.3480 0.303
```

## Properties
largest force on an atom: 4.9 eV Å⁻¹
spin multiplicity: 1
frontier orbital gap: 8.17 eV
HOMO level: -0.2706 Eh
ΔE to the lowest compared entry with this formula, charge and spin: 69.0 kcal per mole
total energy: -599.00498 Ha


No. 10
The following is a DFT calculation (ωB97M-V/def2-TZVPD) of C8H19ClO3Si in the gas phase.

Structure (XYZ):
```
32
Properties=species:S:1:pos:R:3:mulliken_charge:R:1
Cl -4.4318 -1.7980 0.5602 -0.231
Si -0.7945 -0.0707 -0.7508 0.432
O 0.3220 -0.5141 -1.9969 -0.482
O -1.0834 1.5774 -0.8288 -0.424
O -0.2215 -0.3741 0.7747 -0.384
C -3.0022 -0.7425 0.3352 -0.422
C 0.4756 3.4160 -0.2710 -1.108
C -2.2266 -1.1626 -0.8337 -0.738
C 1.7368 -0.6968 -1.7992 -0.259
C 1.1324 -1.8814 2.3520 -1.380
C -0.5820 2.3845 0.1857 0.158
C 0.2666 -1.6961 1.0639 -0.030
C 2.4081 0.4312 -0.9771 -0.681
H -0.0234 1.7082 0.9164 0.112
H -2.4515 -0.6614 1.2624 0.249
H 0.7331 -2.2090 0.1580 0.192
H -2.8101 -1.0257 -1.7430 0.527
H 3.5012 0.2280 -1.0041 0.386
H -3.4132 0.2556 0.2324 0.344
H 0.7806 -1.1722 3.1607 0.281
H 1.8384 -1.8422 -1.5773 0.234
H 0.0683 4.1142 -0.9127 0.391
H -0.6643 -2.2635 1.2403 0.352
H 1.8080 0.4527 -0.0485 0.103
H 2.1551 -1.6188 2.1455 0.349
H -1.9620 -2.2472 -0.7368 0.343
H -1.3898 2.8947 0.7448 0.350
H 1.2323 2.8849 -0.8661 0.136
H 2.2397 1.3942 -1.3482 0.158
H 2.2009 -0.7629 -2.8152 0.338
H 1.2503 -2.8981 2.7537 0.381
H 0.9070 3.8955 0.6233 0.324
```

## Properties
largest force on an atom: 3.3 eV Å⁻¹
structure (SMILES): CCO[Si](CCCl)(OCC)OCC
spin multiplicity: 1
frontier orbital gap: 10.87 eV
HOMO level: -0.3679 Eh
ΔE to the lowest compared entry with this formula, charge and spin: 33.7 kcal per mole
total energy: -1291.69405 Ha


No. 11
The following is a DFT calculation (ωB97M-V/def2-TZVPD) of C4H8N2O in the gas phase.

Structure (XYZ):
```
15
Properties=species:S:1:pos:R:3:mulliken_charge:R:1
O 0.9173 -0.9874 -1.4590 -0.531
N -0.5750 1.4427 0.5324 -0.559
N 2.1272 0.2239 0.0248 -0.387
C -0.3585 0.0676 0.1665 0.720
C -0.7581 1.0706 -0.9218 -0.874
C -1.2655 -1.0639 0.5849 -1.483
C 0.9329 -0.1976 -0.3838 0.566
H 0.1290 1.4905 -1.4386 0.247
H 2.1577 0.8252 0.8348 0.246
H -1.5098 1.4744 0.9414 0.312
H -0.9143 -2.0182 0.1765 0.331
H -1.2948 -1.1615 1.6779 0.317
H 0.0192 -0.7893 -1.8154 0.432
H -2.2764 -0.8754 0.2107 0.403
H 2.8984 0.2386 -0.6300 0.260
```

## Properties
largest force on an atom: 0.5 eV Å⁻¹
spin multiplicity: 1
frontier orbital gap: 7.88 eV
HOMO level: -0.2645 Eh
ΔE to the lowest compared entry with this formula, charge and spin: 112.3 kcal per mole
total energy: -341.82465 Ha


No. 12
The following is a DFT calculation (ωB97M-V/def2-TZVPD) of 4 unconnected molecules or ions with the total composition CH12NO3.

Structure (XYZ):
```
17
Properties=species:S:1:pos:R:3:mulliken_charge:R:1
O 1.0022 0.9486 -2.2388 -0.659
O 2.2546 -0.2646 1.4960 -0.669
O -2.4802 1.3884 1.0148 -0.670
N -0.2671 -0.1389 0.0772 -0.100
C -0.5799 -1.5829 -0.2187 -0.794
H 0.0619 0.2454 -0.8284 0.352
H -1.0469 0.4540 0.3890 0.327
H 0.3383 -1.9912 -0.6333 0.318
H -1.3259 -1.6034 -1.0041 0.344
H 1.0778 1.1197 -3.1795 0.316
H 0.5296 -0.0107 0.7171 0.329
H 3.0425 -0.5070 1.0084 0.315
H -3.4071 1.2868 0.7495 0.313
H -2.5018 2.2581 1.4300 0.313
H 1.8462 1.1636 -1.8359 0.300
H 2.3213 -0.7012 2.3497 0.323
H -0.8655 -2.0648 0.7068 0.345
```

## Properties
largest force on an atom: 1.1 eV Å⁻¹
spin multiplicity: 1
frontier orbital gap: 13.01 eV
HOMO level: -0.5856 Eh
ΔE to the lowest compared entry with this formula, charge and spin: 5.4 kcal per mole
total energy: -325.55714 Ha
charge: +1


Which value of ΔE to the lowest compared entry with this formula, charge and spin does entry 4 give?
128.6 kcal per mole


The lowest ΔE to the lowest compared entry with this formula, charge and spin belongs to which entry?
CH12NO3


spin multiplicity of number 5 (C3H8Se)?
1


What is the ΔE to the lowest compared entry with this formula, charge and spin in the ninth record?
69.0 kcal per mole